(1)
The following is a quantum chemistry calculation of a structure of composition C16H48O8PtS8, from the Open Molecules 2025 dataset.

XYZ file:
```
81
Properties=species:S:1:pos:R:3
Pt -28.0401 -6.6264 -16.9544
C -31.9075 -7.1116 -14.1588
S -31.5538 -6.2360 -15.6866
O -30.2909 -6.8678 -16.2094
C -32.8812 -6.9164 -16.6884
H -31.7427 -8.1862 -14.0803
H -32.9025 -6.9979 -13.7285
H -31.2651 -6.6761 -13.3935
H -32.6350 -7.9746 -16.7759
H -32.8350 -6.5038 -17.6962
H -33.8459 -6.7679 -16.2032
C -24.1181 -4.4028 -15.3901
S -25.0588 -5.9811 -15.3910
O -26.1646 -5.8844 -16.4542
C -23.8388 -7.3154 -15.7751
H -23.7063 -4.1232 -16.3599
H -23.3629 -4.5286 -14.6143
H -24.6966 -3.6239 -14.8932
H -24.2648 -8.3186 -15.7614
H -23.0938 -7.3240 -14.9795
H -23.3393 -7.0890 -16.7170
C -29.1516 -2.5980 -18.8385
S -30.4438 -3.9354 -18.5194
O -29.6014 -5.1084 -17.9642
C -31.1020 -3.0554 -17.1031
H -28.7236 -2.5475 -19.8397
H -28.3680 -2.8057 -18.1099
H -29.5043 -1.5791 -18.6784
H -32.0478 -3.5227 -16.8289
H -31.4262 -2.0314 -17.2888
H -30.3746 -3.0231 -16.2920
C -30.2917 -9.5878 -20.2775
S -30.1597 -7.9452 -19.3952
O -28.9345 -7.9269 -18.4514
C -29.5926 -7.0652 -20.8713
H -30.2399 -10.3486 -19.4986
H -29.4857 -9.7779 -20.9862
H -31.2437 -9.8070 -20.7610
H -30.3164 -7.0039 -21.6840
H -28.5485 -7.2388 -21.1317
H -29.6467 -6.0547 -20.4663
C -29.8016 -3.7608 -13.3909
S -28.2217 -4.2415 -14.2463
O -28.5421 -4.9440 -15.5290
C -27.5017 -2.5933 -14.7228
H -29.9648 -2.6833 -13.3730
H -29.8025 -4.2770 -12.4308
H -30.6312 -4.1358 -13.9902
H -28.2782 -1.9447 -15.1284
H -26.8336 -2.7788 -15.5638
H -26.9662 -2.0972 -13.9133
C -25.6294 -3.7443 -19.2497
S -25.7608 -5.5982 -19.3884
O -27.0964 -5.9341 -18.8090
C -25.9159 -5.4986 -21.2842
H -25.7138 -3.0382 -20.0758
H -24.5951 -3.6108 -18.9323
H -26.2185 -3.3103 -18.4418
H -25.3786 -6.3378 -21.7259
H -25.5006 -4.5754 -21.6884
H -26.9337 -5.7944 -21.5385
C -26.9999 -9.9403 -14.1096
S -28.4654 -8.9161 -14.5456
O -27.7598 -7.8080 -15.3133
C -29.3142 -10.0781 -15.6559
H -26.1012 -9.3735 -13.8662
H -26.6989 -10.5835 -14.9365
H -27.2036 -10.5352 -13.2192
H -28.9928 -10.0813 -16.6974
H -30.3470 -9.7767 -15.8310
H -29.4377 -11.0555 -15.1896
C -24.5535 -9.1366 -19.1490
S -26.1371 -9.4049 -18.2373
O -26.6799 -8.0894 -17.6346
C -27.2975 -9.9441 -19.5897
H -24.0790 -10.0797 -19.4204
H -23.9284 -8.5876 -18.4448
H -24.8667 -8.6889 -20.0922
H -27.4483 -9.0258 -20.1572
H -28.2214 -10.3951 -19.2276
H -26.8016 -10.6920 -20.2083
```

Calculated values
- charge = +2
- HOMO-LUMO gap (spin up / spin down) (eV) = 8.29 / 8.14
- DFT total energy (hartree) = -4544.187624
- multiplicity = 3
- relative energy (zero: lowest compared OMol25 entry of this formula, charge and spin) (kJ/mol) = 299.6
- HOMO (spin up / spin down) (eV) = -12.0 / -12.0

=====

(2)
The following is a quantum chemistry calculation of a cluster of 8 separate species, C20H57N4O10 in total, from the Open Molecules 2025 dataset.

XYZ file:
```
91
Properties=species:S:1:pos:R:3
C 13.2189 -46.9839 -41.8627
O 13.3172 -46.6108 -40.7470
O 13.0866 -48.3357 -42.0547
O 13.3595 -46.2047 -42.8599
H 13.0998 -48.8035 -41.2072
C 9.5337 -53.3392 -40.1449
C 10.5743 -52.5265 -40.9191
C 11.3092 -51.3316 -40.1389
O 10.2683 -50.4226 -39.8650
C 10.7188 -49.2885 -39.0806
N 11.4981 -53.5535 -41.2245
H 9.0123 -54.1438 -40.8199
H 8.5662 -52.6492 -39.7504
H 9.8310 -53.8104 -39.3346
H 9.9227 -52.2056 -41.6431
H 12.1161 -50.8303 -40.8246
H 11.8094 -51.8065 -39.2070
H 11.2886 -49.5903 -38.1151
H 9.9292 -48.4576 -38.8884
H 11.4125 -48.6834 -39.6149
H 12.0973 -53.1487 -41.9515
H 11.1144 -54.3313 -41.6177
C 16.8011 -45.4140 -45.3087
C 15.7756 -46.3657 -45.7000
C 15.9629 -47.2539 -46.9900
O 15.9726 -46.4453 -48.1109
C 16.1064 -47.1987 -49.3396
N 15.5115 -47.2725 -44.5769
H 16.4511 -44.9012 -44.4392
H 16.9383 -44.6837 -46.0569
H 17.8442 -45.7169 -45.1340
H 15.0297 -45.6463 -45.8633
H 15.0332 -47.9000 -47.3225
H 16.6646 -47.9904 -46.8339
H 16.0755 -46.5932 -50.1932
H 15.0919 -47.6251 -49.4547
H 16.8950 -47.9381 -49.3974
H 14.9065 -46.6487 -43.7920
H 14.9118 -48.0131 -44.9894
C 15.2569 -42.1793 -43.3917
C 14.9032 -43.2018 -42.1672
C 15.0646 -42.4181 -40.8458
O 16.4335 -41.9140 -40.7078
C 16.6855 -41.2977 -39.3861
N 13.4739 -43.4286 -42.3207
H 16.3139 -42.0571 -43.3458
H 14.6237 -41.3690 -43.2075
H 14.9578 -42.7011 -44.1882
H 15.5461 -43.9988 -42.2641
H 14.6678 -42.8166 -39.9775
H 14.3969 -41.5821 -40.5581
H 16.7337 -42.0510 -38.4047
H 15.9091 -40.5522 -39.1712
H 17.8310 -41.0417 -39.3355
H 12.7937 -43.4217 -41.4917
H 13.3615 -44.3357 -42.7157
C 12.0937 -51.3799 -45.8362
C 12.7007 -50.8352 -44.4699
C 13.8319 -51.6242 -43.8865
O 13.4107 -52.8999 -43.5002
C 14.4683 -53.8233 -43.2064
N 13.0175 -49.4982 -44.6463
H 11.7039 -50.5941 -46.5005
H 11.5230 -52.1996 -45.8376
H 12.8759 -51.6971 -46.5439
H 11.9043 -50.9745 -43.8679
H 14.2421 -50.9421 -42.9297
H 14.5945 -51.8707 -44.6971
H 14.0367 -54.8766 -42.9623
H 15.2297 -53.2903 -42.4347
H 15.0159 -53.9166 -44.0962
H 13.2585 -49.1357 -43.6799
H 12.1216 -48.9796 -44.6777
C 10.4485 -45.6153 -44.4000
O 11.1527 -46.8086 -44.3542
H 9.7340 -45.3270 -45.2724
H 11.0903 -44.8846 -44.2167
H 9.7925 -45.5403 -43.5300
H 11.9703 -46.6193 -43.9176
C 10.7933 -44.5339 -40.4480
O 12.0637 -44.5443 -39.7648
H 10.7243 -43.7819 -41.1702
H 10.1371 -44.4102 -39.7334
H 10.5357 -45.6271 -40.6742
H 12.6827 -45.2849 -39.9851
C 16.1444 -46.1805 -39.4307
O 16.2855 -46.4532 -40.7508
H 17.0057 -46.5935 -38.9246
H 15.3108 -46.3650 -38.8989
H 16.2325 -45.0636 -39.2969
H 15.3566 -46.4028 -40.9198
```

Calculated values
- charge = -1
- HOMO-LUMO gap (eV) = 8.12
- DFT total energy (hartree) = -1767.301727
- multiplicity = 1
- relative energy (zero: lowest compared OMol25 entry of this formula, charge and spin) (kJ/mol) = 485.9
- HOMO (eV) = -5.5

=====

(3)
The following is a quantum chemistry calculation of the molecule C5H8N2, from the Open Molecules 2025 dataset.

XYZ file:
```
15
Properties=species:S:1:pos:R:3
C 0.8569 0.2123 2.2115
C 0.5028 0.0677 0.7645
C 1.2726 -0.3065 -0.2886
N 0.4220 -0.4740 -1.3701
C -0.8412 -0.1253 -1.0391
N -1.8628 -0.3447 -1.9868
C -0.8561 0.2908 0.3051
H 0.1054 0.7890 2.7666
H 0.8494 -0.7957 2.6419
H 1.8433 0.6494 2.3815
H 2.3372 -0.4432 -0.3854
H 0.6953 -0.8244 -2.2744
H -2.7593 -0.4420 -1.5256
H -1.9348 0.3830 -2.6888
H -0.6306 1.3636 0.4878
```

Calculated values
- charge = 0
- HOMO-LUMO gap (eV) = 8.64
- DFT total energy (hartree) = -304.753489
- multiplicity = 1
- SMILES = Cc1c[nH]c(N)c1
- relative energy (zero: lowest compared OMol25 entry of this formula, charge and spin) (kJ/mol) = 215.3
- HOMO (eV) = -7.7

=====

(4)
The following is a quantum chemistry calculation of the molecule C4H11NO2, from the Open Molecules 2025 dataset.

XYZ file:
```
18
Properties=species:S:1:pos:R:3
C -2.3574 -0.7922 1.0715
C -0.7171 -0.6374 0.8972
O -0.1517 -0.2876 2.1696
C -0.3596 0.4098 -0.1106
N 1.0517 0.9090 -0.1082
C 1.8975 0.3011 -1.0974
O 2.0093 1.0971 -2.4189
H -2.7338 -0.7643 0.0508
H -2.5370 -1.8407 1.5112
H -2.7393 0.0727 1.6454
H -0.1752 -1.7069 0.7007
H 0.6618 0.1444 1.9614
H -0.5367 -0.1557 -1.1102
H -1.1212 1.1831 -0.1811
H 0.9313 1.9537 -0.2675
H 1.4548 -0.6909 -1.1498
H 2.8955 0.3196 -0.5632
H 2.5271 0.4852 -3.0011
```

Calculated values
- charge = 0
- HOMO-LUMO gap (eV) = 10.58
- DFT total energy (hartree) = -364.171058
- multiplicity = 1
- SMILES = C[C@H](O)CNCO
- relative energy (zero: lowest compared OMol25 entry of this formula, charge and spin) (kJ/mol) = 255.0
- HOMO (eV) = -9.8

=====

(5)
The following is a quantum chemistry calculation of a structure of composition C21H36F6NO9S2, from the Open Molecules 2025 dataset.

XYZ file:
```
75
Properties=species:S:1:pos:R:3
C 6.4813 -4.8930 -1.1566
C 6.1346 -4.0602 -2.3533
O 5.0779 -4.1564 -2.9234
O 7.1054 -3.2263 -2.7022
C 6.7883 -2.2869 -3.7391
C 7.9906 -1.3842 -3.9219
S 7.7872 -0.3927 -5.3974
O 7.7469 -1.3806 -6.4476
O 8.8714 0.5425 -5.4535
N 6.3254 0.3113 -5.3712
S 6.0391 1.4786 -4.3474
O 5.1202 2.4088 -4.9347
O 7.1568 2.0045 -3.6189
C 5.0423 0.7281 -2.9847
O 5.5583 0.1583 -2.0811
C 3.4811 0.8558 -2.9616
F 3.0283 2.0384 -3.4071
F 3.0918 0.7243 -1.6569
C 2.8512 -0.3156 -3.7327
F 3.3941 -1.4512 -3.2162
F 3.2056 -0.2329 -5.0376
C 1.3051 -0.4721 -3.6342
F 0.9726 -1.3968 -2.6789
F 0.7090 0.6930 -3.3131
C 0.6813 -1.0077 -4.9434
O -0.2404 -0.4669 -5.4515
O 1.2581 -2.1272 -5.4179
H 6.5802 -5.9205 -1.4900
H 7.3910 -4.5579 -0.6764
H 5.6367 -4.8263 -0.4813
H 5.9067 -1.7244 -3.4978
H 6.5788 -2.7846 -4.6812
H 8.2088 -0.7534 -3.0686
H 8.8256 -2.0249 -4.1883
H 1.1911 -2.8489 -4.7779
C -3.5692 0.9423 1.7878
C -2.1083 1.2504 2.1053
C -1.3428 1.8519 0.9282
C -1.2381 0.9484 -0.3015
C -0.5886 -0.4104 -0.0451
C 0.8626 -0.3159 0.4146
H -3.6612 0.2058 0.9887
H -4.0780 0.5378 2.6653
H -4.0989 1.8460 1.4784
H -1.6113 0.3412 2.4532
H -2.0711 1.9561 2.9403
H -0.3398 2.1292 1.2632
H -1.8276 2.7876 0.6315
H -0.6645 1.4746 -1.0693
H -2.2334 0.7914 -0.7273
H -0.6220 -0.9862 -0.9692
H -1.1784 -0.9758 0.6838
H 1.4583 0.1926 -0.3375
H 1.2903 -1.3098 0.5561
H 0.9570 0.2178 1.3621
C -9.5560 0.6049 5.9639
C -8.7957 1.3206 4.8507
C -7.4308 0.7035 4.5510
C -6.4394 0.7375 5.7151
C -6.1423 2.1315 6.2658
C -5.5022 3.0620 5.2399
H -9.0167 0.6449 6.9113
H -10.5324 1.0635 6.1261
H -9.7168 -0.4453 5.7120
H -8.6839 2.3776 5.1064
H -9.3966 1.2910 3.9382
H -6.9953 1.2097 3.6853
H -7.5720 -0.3382 4.2465
H -5.5015 0.2819 5.3828
H -6.8070 0.1060 6.5286
H -5.4689 2.0283 7.1205
H -7.0566 2.5877 6.6556
H -4.5657 2.6394 4.8703
H -5.2801 4.0340 5.6818
H -6.1577 3.2328 4.3851
```

Calculated values
- charge = -1
- HOMO-LUMO gap (eV) = 8.85
- DFT total energy (hartree) = -2949.332264
- multiplicity = 1
- HOMO (eV) = -6.8

=====

(6)
The following is a quantum chemistry calculation of the molecule C3H4O3, from the Open Molecules 2025 dataset.

XYZ file:
```
10
Properties=species:S:1:pos:R:3
O 0.7995 -1.2163 -1.6384
C 0.5982 -0.1958 -0.7544
C -0.0212 -0.3664 0.5496
O 1.3574 -0.1817 0.4607
C -1.1701 1.6541 0.4636
O -0.7533 0.6593 1.2072
H 0.7336 -2.0632 -1.1777
H 0.5319 0.7596 -1.2616
H -0.3606 -1.3259 0.9388
H -1.7153 2.2763 1.2123
```

Calculated values
- charge = 0
- HOMO-LUMO gap (eV) = 9.48
- DFT total energy (hartree) = -342.273615
- multiplicity = 1
- relative energy (zero: lowest compared OMol25 entry of this formula, charge and spin) (kJ/mol) = 478.7
- HOMO (eV) = -9.1